# 1
{
  "formula": "C29H65ClFIO20",
  "method": "ωB97M-V/def2-TZVPD",
  "species": ["C", "C", "O", "O", "C", "O", "C", "C", "C", "Cl", "C", "O", "C", "C", "I", "C", "O", "C", "C", "C", "F", "C", "C", "O", "H", "H", "H", "H", "H", "H", "H", "H", "H", "C", "O", "H", "H", "H", "H", "C", "O", "H", "H", "H", "H", "C", "O", "H", "H", "H", "H", "C", "O", "H", "H", "H", "H", "C", "O", "H", "H", "H", "H", "C", "O", "H", "H", "H", "H", "C", "O", "H", "H", "H", "H", "C", "O", "H", "H", "H", "H", "C", "O", "H", "H", "H", "H", "C", "O", "H", "H", "H", "H", "C", "O", "H", "H", "H", "H", "C", "O", "H", "H", "H", "H", "C", "O", "H", "H", "H", "H", "C", "O", "H", "H", "H", "H"],
  "coordinates": [[2.3972, -0.0554, -0.1137], [1.3778, 1.0689, -0.1187], [1.4925, 1.9892, -0.8761], [0.2721, 1.0485, 0.7785], [-0.5972, 0.0848, 0.3400], [-0.5347, -0.3996, -0.7645], [-1.7085, -0.3667, 1.2889], [-1.4218, -1.8131, 1.6010], [-2.2106, -2.7941, 1.1968], [-3.6314, -2.5824, 0.2484], [-1.8594, -4.2093, 1.5856], [-2.7478, -4.9912, 1.8330], [-0.3926, -4.5126, 1.6832], [0.1054, -5.7407, 1.3755], [-1.0696, -7.3551, 0.6752], [1.4825, -5.9590, 1.5302], [1.9836, -7.1885, 1.2258], [2.3055, -4.9628, 1.9856], [3.7688, -5.2757, 2.1677], [1.7594, -3.7322, 2.2498], [2.5970, -2.7809, 2.6740], [0.4301, -3.4660, 2.1103], [-0.1787, -2.1176, 2.3867], [0.3112, -1.3113, 3.1456], [2.9638, 0.0098, 0.8211], [3.0600, 0.0724, -0.9652], [1.9032, -1.0286, -0.1921], [-1.7597, 0.2463, 2.1956], [-2.6626, -0.2341, 0.7800], [1.7277, -7.3486, 0.3064], [4.1460, -5.7903, 1.2799], [3.9588, -5.9134, 3.0370], [4.3346, -4.3494, 2.3246], [-6.2789, -3.2706, 3.7272], [-5.6048, -2.6759, 2.6187], [-7.3088, -2.9219, 3.7254], [-6.2690, -4.3602, 3.6386], [-5.8023, -2.9750, 4.6651], [-4.6971, -2.9919, 2.6323], [-1.3202, -3.7606, -2.2895], [-0.0771, -3.2600, -1.7758], [-1.5022, -4.7402, -1.8475], [-2.1350, -3.0903, -2.0273], [-1.2603, -3.8604, -3.3767], [0.0680, -2.3971, -2.1720], [7.1435, -2.8829, 2.3309], [5.7154, -2.9555, 2.3015], [7.5372, -3.8943, 2.2766], [7.5000, -2.3092, 1.4722], [7.4809, -2.4125, 3.2564], [5.3772, -2.0559, 2.3480], [0.2871, 4.3743, 2.3914], [0.8916, 3.1663, 2.8488], [0.4845, 5.1516, 3.1267], [0.7088, 4.6747, 1.4308], [-0.7946, 4.2437, 2.2928], [0.7107, 2.4850, 2.1943], [-2.4756, 1.0271, -3.1616], [-3.8925, 0.9584, -3.2858], [-2.0779, 0.0151, -3.2056], [-2.0519, 1.6157, -3.9794], [-2.2018, 1.4769, -2.2041], [-4.2301, 1.8600, -3.2450], [5.2566, -4.1045, -1.5988], [6.3198, -4.0577, -0.6549], [5.5552, -4.7552, -2.4171], [4.3512, -4.5061, -1.1335], [5.0518, -3.1052, -1.9930], [6.0401, -3.4790, 0.0632], [-7.3649, -5.4059, 0.2991], [-6.2672, -5.9247, 1.0385], [-8.0413, -6.2269, 0.0721], [-7.8985, -4.6533, 0.8862], [-7.0170, -4.9589, -0.6369], [-5.6794, -5.1859, 1.2308], [1.7023, 5.8301, -1.9803], [0.9830, 5.1911, -0.9231], [1.9647, 6.8375, -1.6604], [2.6154, 5.2690, -2.1950], [1.0849, 5.8867, -2.8729], [0.7613, 4.3029, -1.2213], [-6.7000, 3.2096, -5.1559], [-5.5190, 3.7649, -4.5807], [-6.8539, 2.2217, -4.7293], [-7.5646, 3.8375, -4.9280], [-6.5882, 3.1186, -6.2389], [-5.3930, 4.6359, -4.9650], [-5.1694, -3.2514, -3.3082], [-3.9374, -2.7408, -2.8026], [-5.3412, -4.2286, -2.8623], [-5.9941, -2.5848, -3.0435], [-5.1197, -3.3558, -4.3948], [-3.8039, -1.8765, -3.2079], [3.1145, 9.4738, -0.1005], [3.5612, 9.8361, -1.4057], [2.0344, 9.3510, -0.1264], [3.5788, 8.5302, 0.1998], [3.3704, 10.2571, 0.6176], [4.5153, 9.9388, -1.3646], [1.3206, 0.8579, 5.8269], [0.2542, -0.0591, 5.6241], [1.1185, 1.4224, 6.7350], [2.2679, 0.3217, 5.9440], [1.3928, 1.5522, 4.9843], [0.4477, -0.5517, 4.8165], [4.6155, 5.6341, 2.0195], [4.5958, 5.7208, 0.5981], [5.6389, 5.7852, 2.3554], [3.9770, 6.4061, 2.4575], [4.2725, 4.6491, 2.3459], [3.6853, 5.5852, 0.3175], [1.2517, 7.2335, -5.6220], [2.2627, 6.6888, -4.7806], [0.6267, 6.4165, -5.9753], [0.6337, 7.9427, -5.0644], [1.7012, 7.7374, -6.4813], [2.8060, 7.4215, -4.4761]],
  "e_homo_ha": -0.34351,
  "gap_ev": 7.93,
  "e_lumo_ev": -1.419,
  "charge": 0,
  "spin_multiplicity": 1
}

---

# 2
{
  "formula": "C3HO2Sm",
  "method": "ωB97M-V/def2-TZVPD",
  "species": ["C", "H", "C", "O", "C", "Sm", "O"],
  "coordinates": [[-2.6649, -0.4115, -0.0491], [-3.5045, -1.0835, 0.0104], [-1.6824, 0.2900, -0.0777], [0.1731, 1.3181, 0.0293], [1.3035, 0.9394, 0.0532], [4.3165, -1.0846, 0.0164], [2.0586, 0.0321, 0.0175]],
  "e_homo_ha": [-0.81929, -0.76956],
  "relative_energy_kj_mol": 134.4,
  "gap_ev": [9.17, 4.79],
  "e_lumo_ev": [-13.124, -16.154],
  "charge": 3,
  "spin_multiplicity": 7
}

---

# 3
{
  "formula": "C20H32F3NO11S5",
  "method": "ωB97M-V/def2-TZVPD",
  "species": ["C", "C", "C", "O", "C", "O", "C", "S", "C", "C", "C", "C", "S", "C", "O", "C", "S", "C", "O", "O", "S", "O", "O", "C", "F", "F", "F", "C", "O", "C", "N", "O", "C", "O", "C", "S", "H", "H", "H", "H", "H", "H", "H", "H", "H", "H", "H", "H", "H", "H", "H", "H", "H", "H", "H", "H", "H", "H", "H", "H", "C", "C", "C", "O", "H", "H", "H", "H", "H", "H", "H", "H"],
  "coordinates": [[-3.9021, 1.3565, 4.4594], [-4.0413, 1.0081, 2.9342], [-3.7531, 2.2584, 2.0214], [-2.9093, 1.8559, 0.9379], [-3.0162, 2.6816, -0.1623], [-3.8977, 2.4750, -0.9287], [-2.0691, 3.8772, -0.4476], [-1.1667, 3.7882, -2.0410], [-0.4819, 2.1076, -2.2675], [-1.5194, 1.0153, -2.7527], [-2.3845, 1.4390, -3.9795], [-1.9117, 0.8867, -5.3696], [-1.5433, -0.9138, -5.4103], [0.6902, 1.9354, -3.3241], [1.4304, 0.7756, -2.8497], [1.4504, 0.6338, -1.4534], [3.1873, 1.2048, -1.0187], [4.4564, 0.2815, -1.9260], [3.3287, 0.9774, 0.4063], [3.3594, 2.6130, -1.3453], [1.2673, -1.0481, -0.7086], [1.0690, -1.0074, 0.7200], [2.4358, -1.8986, -0.9336], [-0.1819, -2.0231, -1.3680], [-1.3568, -1.4992, -1.0186], [-0.0772, -2.2484, -2.6914], [-0.1249, -3.2368, -0.7921], [0.4160, 1.7541, -1.0120], [-0.2631, 1.5340, 0.2531], [0.3785, 2.2661, 1.1666], [0.8000, 3.0721, 1.8328], [-3.1712, -0.0964, 2.6239], [-3.6573, -1.2868, 3.1373], [-4.6028, -1.8462, 2.7036], [-2.9544, -1.9110, 4.3820], [-2.2916, -3.5825, 3.9209], [-4.5213, 2.2373, 4.7390], [-4.2650, 0.4992, 5.0721], [-2.8379, 1.5175, 4.7525], [-5.0870, 0.6404, 2.7888], [-4.6957, 2.6997, 1.6265], [-3.2866, 3.0208, 2.6950], [-1.3388, 4.0724, 0.3730], [-2.7163, 4.7859, -0.4836], [-2.2320, 0.8710, -1.9019], [-0.9863, 0.0508, -2.8660], [-2.5291, 2.5352, -4.0887], [-3.4039, 1.0150, -3.8068], [-1.0499, 1.4246, -5.8176], [-2.7620, 1.0407, -6.0780], [-0.1707, -0.9293, -5.3336], [1.4043, 2.7598, -3.0517], [0.4279, 1.9601, -4.3927], [4.8090, -0.5196, -1.2308], [5.3506, 0.9087, -2.1358], [4.0781, -0.2515, -2.8260], [0.9199, 2.7417, -0.8481], [-2.0941, -1.2922, 4.7309], [-3.6671, -1.9840, 5.2293], [-1.1386, -3.7129, 4.6425], [4.6930, -5.0193, 1.3535], [5.4572, -3.7360, 1.6393], [4.7114, -2.8525, 2.6215], [5.6597, -3.0195, 0.4137], [3.7180, -4.7991, 0.9087], [5.2371, -5.6378, 0.6369], [4.5367, -5.5979, 2.2664], [6.4437, -3.9785, 2.0398], [3.7399, -2.5666, 2.2070], [5.2639, -1.9295, 2.8074], [4.5484, -3.3563, 3.5768], [4.7918, -2.7973, 0.0423]],
  "e_homo_ha": -0.34165,
  "smiles": "C[C@@H](COC(=O)CS[C@@]1(CCCS)CO[C@](S(C)(=O)=O)(S(=O)(=O)C(F)(F)F)[C@@H]1OC#N)OC(=O)CS.CC(C)O",
  "gap_ev": 9.01,
  "e_lumo_ev": -0.292,
  "charge": 0,
  "spin_multiplicity": 1
}